The following is a quantum chemistry calculation of C30H55N4O2P2Sn as an isolated structure, from OMol25.

Geometry as XYZ:
```
94
Properties=species:S:1:pos:R:3:forces:R:3
Sn -0.15213 0.39637 0.19589 0.519 -0.821 -0.695
P 1.18206 -0.61751 2.15708 0.987 -0.520 -0.066
P -1.00223 1.60048 -1.84755 0.704 1.394 -1.575
O -2.16155 1.49651 1.44601 0.816 -1.389 -0.035
O -0.37960 3.14584 2.06735 0.159 -2.046 -2.057
N -3.52891 1.12101 3.16899 0.529 -0.214 -0.619
N 1.75746 1.01018 -0.49256 -1.542 0.150 0.207
N -3.11590 3.29335 2.39401 0.080 -0.693 0.283
N -0.12049 -1.71669 -0.69970 0.698 -1.082 -0.702
C -2.27145 3.92147 -2.82401 0.275 -0.033 -0.698
C 2.65031 -0.71739 1.00768 0.089 -0.018 -0.154
C 0.89448 -3.63038 -3.36746 0.097 0.229 -0.307
C 1.72085 2.14582 -1.29125 -0.209 -0.810 -0.390
C 4.13089 2.18095 -1.01531 -0.415 0.650 -0.499
C -0.74575 -2.58393 2.65501 -0.052 0.059 0.120
C -0.98992 0.53101 -3.40646 -0.166 -0.744 0.328
C -3.78126 1.94931 -2.14366 0.073 0.158 -0.108
C 1.51259 -3.40165 1.91818 0.074 0.080 -0.208
C 1.69376 0.59533 3.48913 -0.326 0.398 0.005
C 4.09258 1.03416 -0.19603 -0.959 -0.827 0.792
C 2.86356 0.06032 4.32453 -0.098 -0.280 0.202
C -2.67183 3.45073 -0.50831 -0.645 -0.649 0.662
C 0.77926 -2.37487 2.79191 -0.327 -0.194 -0.230
C -1.99260 -0.63233 -3.25010 -0.060 0.029 -0.233
C -1.11089 -4.56327 -2.10744 -0.427 0.114 0.102
C 0.49544 2.54461 -1.88001 0.067 0.019 0.656
C 0.45359 0.87177 4.36476 0.187 -0.012 0.065
C 2.97738 2.75793 -1.53880 0.563 -0.300 0.153
C 0.13348 -2.67376 -1.30760 -0.984 1.070 1.073
C 0.28686 -3.94613 -1.99877 0.269 0.023 -0.154
C 2.20513 1.89609 2.84254 -0.109 0.124 -0.485
C 0.44920 -0.00681 -3.56952 0.031 0.168 0.023
C -2.91972 1.97728 2.33460 -0.914 0.429 0.600
C -2.49737 2.76990 -1.86088 -0.446 0.011 0.579
C 1.20579 -2.61229 4.24790 0.055 0.109 0.099
C 2.85007 0.49837 0.10010 1.426 0.070 -0.127
C -1.32319 1.36876 -4.65358 -0.038 0.052 0.043
C 1.23521 -4.78736 -1.14060 0.177 -0.161 0.297
C -0.40453 2.22181 1.36290 -0.383 4.304 2.590
H -0.65284 2.23704 -4.74618 -0.252 -0.270 -0.043
H 1.05529 -4.57853 -3.89859 -0.006 0.348 0.071
H -1.84655 -1.32853 -4.09089 -0.114 0.172 0.218
H -1.84309 -1.19193 -2.31731 -0.127 0.167 -0.272
H 2.52775 -1.62206 0.38562 0.049 0.364 0.251
H -1.77607 -3.88813 -2.67569 0.200 -0.449 0.192
H 1.85832 -3.10637 -3.23592 -0.349 -0.285 -0.257
H 3.19335 1.77164 2.38234 -0.155 0.049 0.375
H 2.60883 -3.32837 2.01756 -0.416 -0.064 -0.052
H 3.53893 -0.87459 1.63523 -0.164 0.052 -0.262
H -3.82006 1.59625 -3.18336 -0.110 0.152 0.409
H 0.75910 1.58028 5.14925 -0.217 -0.206 -0.159
H 3.65481 -0.36339 3.68841 -0.113 0.142 0.362
H -1.53611 -4.72261 -1.09982 0.107 -0.069 -0.509
H 0.20496 -2.98914 -3.94611 0.393 -0.390 0.128
H -3.51455 4.17020 -0.49451 0.673 -0.040 -0.550
H -0.35787 1.33168 3.78455 0.146 -0.160 0.282
H 0.72675 -1.91002 4.94500 0.279 -0.367 -0.148
H -1.15414 0.71934 -5.52582 -0.014 0.178 0.214
H 1.22755 -3.27740 0.86595 0.234 -0.137 0.470
H 0.80837 -0.49757 -2.65546 0.065 0.147 -0.295
H -3.02635 2.66596 0.14518 0.173 0.355 -0.018
H 0.47280 -0.75112 -4.38224 -0.090 0.323 0.241
H -4.27730 1.35712 3.81285 0.317 -0.209 -0.151
H -1.75168 3.91082 -0.10657 -0.370 -0.034 -0.352
H -3.16941 4.55848 -2.75433 0.393 -0.183 -0.158
H 0.08264 -0.04285 4.85057 0.054 0.401 -0.131
H -1.30851 -1.84086 3.24314 0.131 -0.213 -0.153
H 2.19141 -4.24499 -1.01610 -0.316 -0.467 0.025
H 1.54825 2.27655 2.06313 0.587 -0.104 0.153
H -4.65247 2.60495 -1.97214 0.330 -0.240 -0.130
H 0.88134 -3.63010 4.52001 0.069 0.346 -0.117
H 1.21524 -4.41618 2.23721 0.085 0.421 -0.078
H 5.10480 2.61875 -1.22684 -0.247 0.006 -0.071
H 0.77355 -4.97805 -0.15614 0.338 -0.092 -0.487
H -2.37292 1.69110 -4.68749 0.406 -0.088 -0.016
H -3.03037 -0.27554 -3.28647 0.361 -0.265 0.004
H -3.86999 3.58785 2.98406 0.086 0.824 0.205
H 2.53466 -0.67694 5.06055 0.268 0.223 -0.163
H 2.30098 -2.58144 4.34654 -0.460 -0.016 0.089
H -3.24476 0.16402 2.95029 -0.832 0.383 0.580
H -1.08471 -2.55328 1.60788 0.118 0.031 0.296
H -3.87823 1.08469 -1.46077 0.055 0.337 -0.276
H 1.42309 -5.75086 -1.63312 -0.035 0.310 0.090
H -0.99398 -3.57879 3.05744 0.047 0.327 -0.129
H 0.53673 3.41406 -2.54232 -0.178 -0.222 0.366
H -1.02268 -5.52567 -2.63209 -0.106 0.308 0.184
H 3.27865 0.91975 4.87130 -0.025 -0.264 -0.177
H 2.97566 3.62905 -2.20204 0.304 -0.297 0.420
H 2.23157 2.68644 3.60708 0.184 -0.301 -0.131
H -2.49524 3.92319 1.88428 -0.830 -0.214 0.426
H 1.13761 0.81201 -3.83138 -0.195 -0.377 0.127
H -2.14204 3.58215 -3.85394 -0.039 0.423 0.152
H 4.96619 0.55021 0.24518 -0.092 0.447 -0.306
H -1.39794 4.50668 -2.49593 -0.370 -0.059 -0.276
```
Positions in Å, forces in eV/Å.

Output
Frontier orbital gap in eV: 5.41
2S+1: 1
Net charge: +3
HOMO level in eV: -15.203
Strongest force on any atom in eV/A: 5.04
Energy relative to the best compared isomer or geometry (same formula, charge and spin) in kJ/mol: 110.8
LUMO energy in eV: -9.79